(1)
A structure of composition C7H14N2O in a non-equilibrium geometry. Source: OMol25; level of theory: wB97M-V/def2-TZVPD.

Each line ends with the Mulliken charge.
Geometry (Å):
1 C 1.03 -0.96 -0.16  0.166
2 C 0.11 0.22 0.18  1.716
3 C -1.19 0.06 -0.66  0.590
4 C 1.69 -1.59 1.02  -1.319
5 C -0.29 0.29 1.66  -1.871
6 C 0.95 1.47 -0.12  -1.960
7 C -1.51 0.84 -1.85  -1.568
8 N 0.27 -1.96 -0.85  -0.338
9 N -0.77 -1.63 -1.35  -0.438
10 O -2.29 -0.19 0.20  -0.496
11 H 1.74 -0.69 -0.89  0.475
12 H 1.91 -0.83 1.66  0.360
13 H 2.74 -2.04 0.97  0.309
14 H 1.07 -2.29 1.62  0.339
15 H 0.59 0.37 2.34  0.419
16 H -1.02 -0.58 1.84  0.339
17 H -0.76 1.20 1.90  0.506
18 H 1.20 1.57 -1.24  0.463
19 H 1.94 1.30 0.31  0.404
20 H 0.47 2.37 0.19  0.431
21 H -0.65 1.42 -2.18  0.278
22 H -2.28 1.54 -1.67  0.429
23 H -1.90 0.14 -2.66  0.407
24 H -3.04 -0.02 -0.25  0.358

As for the total energy: -459.7683 a.u. The calculation puts the energy above the lowest of the compared OMol25 structures with the same formula, charge and spin at 290.1 kJ/mol. The calculation puts the HOMO energy at -7.80 eV.

(2)
The molecule C4H6N2O in a non-equilibrium geometry. Source: OMol25; level of theory: wB97M-V/def2-TZVPD.

Each line ends with the Mulliken charge.
Geometry (Å):
1 C 0.66 0.22 -0.69  0.137
2 N 1.09 0.76 0.55  -0.174
3 C -0.49 -0.83 -0.06  -0.317
4 C -1.77 -0.45 0.07  -0.758
5 O 0.33 1.26 -1.51  -0.530
6 C 1.09 -0.16 1.56  0.338
7 N 1.61 -0.77 2.42  -0.474
8 H -0.61 1.23 -1.76  0.365
9 H 1.58 1.65 0.49  0.258
10 H 1.38 -0.44 -1.17  0.225
11 H -0.26 -1.88 -0.15  0.357
12 H -2.57 -1.18 0.13  0.280
13 H -2.04 0.60 0.13  0.294

As for the total energy: -340.6645 a.u. The calculation puts the energy above the lowest of the compared OMol25 structures with the same formula, charge and spin at 342.3 kJ/mol. Its SMILES is C=C[C@@H](O)NC#N. The calculation puts the HOMO energy at -9.55 eV.

The lowest energy above the lowest of the compared OMol25 structures with the same formula, charge and spin belongs to which entry?
C7H14N2O

What is the energy above the lowest of the compared OMol25 structures with the same formula, charge and spin in the second record?
342.3 kJ/mol

Which formula does entry 1 have?
C7H14N2O